Entry 1:
# C24H69N3O6

9 unconnected molecules or ions with the total composition C24H69N3O6 (ωB97M-V with the def2-TZVPD basis set, the OMol25 dataset).

Geometry (Å):
1 C 2.52 -3.64 -0.76
2 C 1.97 -2.61 -1.69
3 N 2.77 -2.43 -2.91
4 C 3.95 -1.69 -2.69
5 C 4.99 -1.88 -3.72
6 C 2.02 -1.72 -3.93
7 C 1.23 -2.75 -4.75
8 H 2.55 -4.59 -1.28
9 H 1.84 -3.53 0.04
10 H 3.51 -3.39 -0.34
11 H 0.93 -2.93 -2.01
12 H 1.78 -1.65 -1.11
13 H 3.75 -0.57 -2.65
14 H 4.42 -1.94 -1.66
15 H 5.51 -2.83 -3.69
16 H 4.54 -1.79 -4.74
17 H 5.65 -1.02 -3.62
18 H 2.75 -1.26 -4.65
19 H 1.30 -0.96 -3.48
20 H 1.92 -3.69 -4.88
21 H 0.93 -2.39 -5.70
22 H 0.38 -3.15 -4.22
23 C -3.37 1.81 2.01
24 C -3.55 0.43 2.79
25 N -3.68 0.48 4.28
26 C -3.98 -0.82 4.80
27 C -2.76 -1.77 4.80
28 C -4.62 1.51 4.66
29 C -4.64 1.69 6.19
30 H -4.31 2.38 1.85
31 H -2.92 1.59 1.00
32 H -2.57 2.46 2.49
33 H -4.40 -0.11 2.35
34 H -2.66 -0.16 2.55
35 H -4.22 -0.70 5.84
36 H -4.81 -1.27 4.25
37 H -2.25 -1.78 3.87
38 H -2.09 -1.44 5.63
39 H -3.14 -2.75 5.05
40 H -5.62 1.24 4.36
41 H -4.28 2.37 4.10
42 H -5.39 2.39 6.49
43 H -3.69 2.04 6.54
44 H -4.92 0.79 6.73
45 C 0.78 1.22 -5.59
46 C 1.68 2.31 -5.10
47 N 1.01 3.05 -4.04
48 C 0.40 4.25 -4.57
49 C -0.40 5.07 -3.56
50 C 1.91 3.45 -2.92
51 C 2.39 2.25 -2.12
52 H 1.36 0.52 -6.18
53 H -0.07 1.60 -6.22
54 H 0.39 0.61 -4.75
55 H 2.72 1.94 -4.74
56 H 1.99 2.96 -5.97
57 H 1.22 4.81 -5.07
58 H -0.28 3.91 -5.36
59 H 0.11 5.67 -2.72
60 H -1.06 5.74 -4.11
61 H -1.09 4.36 -3.10
62 H 1.34 4.03 -2.18
63 H 2.77 4.00 -3.30
64 H 2.95 2.68 -1.24
65 H 3.14 1.71 -2.70
66 H 1.59 1.58 -1.78
67 C 1.13 -1.55 5.63
68 O 1.33 -2.16 4.33
69 H 0.11 -1.77 5.93
70 H 1.78 -1.95 6.35
71 H 1.30 -0.49 5.53
72 H 1.03 -1.54 3.66
73 C -0.30 1.98 3.88
74 O -1.13 1.79 5.03
75 H -0.72 2.61 3.08
76 H 0.58 2.39 4.27
77 H -0.14 1.05 3.37
78 H -1.96 1.30 4.76
79 C -2.28 1.26 -3.25
80 O -0.95 1.29 -2.69
81 H -2.63 0.25 -2.99
82 H -2.92 2.01 -2.85
83 H -2.17 1.35 -4.36
84 H -0.34 1.86 -3.14
85 C 2.52 -0.08 1.64
86 O 1.21 -0.57 1.86
87 H 2.41 0.96 1.25
88 H 2.90 -0.12 2.66
89 H 3.16 -0.66 1.00
90 H 0.60 -0.33 1.13
91 C -1.33 -1.58 -0.30
92 O -0.79 -0.26 -0.22
93 H -0.69 -2.25 -0.93
94 H -1.30 -2.01 0.71
95 H -2.38 -1.57 -0.64
96 H -0.85 0.19 -1.08
97 C 0.13 -4.77 2.34
98 O -0.52 -3.74 3.05
99 H -0.30 -4.82 1.37
100 H 1.19 -4.66 2.29
101 H -0.12 -5.73 2.81
102 H 0.21 -3.38 3.61

Computed properties:
LUMO level: 0.0226 Eh
SMILES: CCN(CC)CC.CCN(CC)CC.CCN(CC)CC.CO.CO.CO.CO.CO.CO



Entry 2:
# C2H4O2Rb

A molecular structure, C2H4O2Rb (ωB97M-V with the def2-TZVPD basis set, the OMol25 dataset).

Geometry (Å):
1 H 1.31 -0.77 -0.90
2 O 0.41 0.59 -0.52
3 C -0.86 0.62 -0.33
4 C -1.53 -0.26 0.50
5 H -1.43 1.42 -0.83
6 H -2.61 -0.28 0.51
7 H -0.96 -0.98 1.09
8 O 2.45 -1.26 -0.63
9 Rb 3.21 0.92 1.12

Computed properties:
LUMO level (alpha / beta): -0.0268 / -0.0694 Eh
spin multiplicity: 2
relative energy (zero: lowest compared OMol25 entry of this formula, charge and spin): 265.5 kJ/mol



| no. | energy (Eh) |
| --- | --- |
| 1 | -1571.33976 |
| 2 | -252.98110 |